Below is a molecular structure, C54H51F15GeN7OSTeTi in a non-equilibrium geometry, with properties calculated with the ωB97M-V functional and the def2-TZVPD basis.

Structure (XYZ):
```
132
Properties=species:S:1:pos:R:3:lowdin_charge:R:1
Ti 1.605 -0.337 0.543 0.98
C 0.503 -2.610 2.387 -0.15
C -0.551 -2.413 1.284 -0.17
N -0.407 -1.064 0.692 -0.13
C -1.093 -0.833 -0.600 -0.17
C -0.443 0.346 -1.335 -0.19
N 1.007 0.061 -1.466 -0.16
C 1.807 0.915 -2.372 -0.16
C 3.019 1.546 -1.680 -0.16
C 4.048 0.520 -1.170 -0.17
N 3.717 0.092 0.207 -0.14
C 4.421 -1.110 0.714 -0.16
C 3.711 -2.384 0.243 -0.17
N 2.277 -2.363 0.620 -0.16
C 1.908 -3.018 1.898 -0.17
H 0.163 -3.379 3.082 0.12
H 0.579 -1.673 2.941 0.09
H -1.557 -2.535 1.693 0.13
H -0.428 -3.147 0.481 0.10
H -0.770 -0.376 1.364 0.08
H -2.160 -0.647 -0.449 0.12
H -0.977 -1.734 -1.205 0.08
H -0.559 1.258 -0.747 0.05
H -0.909 0.471 -2.317 0.13
H 1.065 -0.903 -1.815 -0.04
H 1.173 1.701 -2.781 0.11
H 2.149 0.291 -3.202 0.12
H 2.663 2.148 -0.838 0.10
H 3.499 2.224 -2.388 0.12
H 5.061 0.930 -1.200 0.12
H 4.033 -0.368 -1.809 0.12
H 3.903 0.857 0.849 0.12
H 4.392 -1.065 1.802 0.12
H 5.466 -1.122 0.391 0.13
H 4.203 -3.269 0.655 0.13
H 3.758 -2.463 -0.844 0.09
H 1.779 -2.844 -0.148 -0.01
H 2.643 -2.737 2.653 0.13
H 1.953 -4.098 1.763 0.11
C -6.048 7.310 2.219 -0.05
C -4.827 6.466 1.972 -0.27
C -3.793 6.400 2.895 -0.02
C -2.652 5.636 2.669 -0.31
C -1.600 5.601 3.752 -0.09
C -2.517 4.913 1.471 -0.39
Te -0.810 3.593 1.254 1.49
N 1.043 1.563 1.102 -0.11
C 1.660 1.352 2.211 -0.63
O 2.120 0.126 2.484 -0.19
C 1.989 2.406 3.223 -0.19
C 1.334 2.452 4.447 -0.04
C 1.630 3.451 5.361 -0.08
C 2.596 4.403 5.066 -0.09
C 3.261 4.356 3.848 -0.09
C 2.952 3.364 2.928 -0.05
C 0.066 4.565 -0.422 -0.42
C -0.209 4.119 -1.711 -0.16
C 0.387 4.695 -2.825 -0.10
C 1.287 5.732 -2.652 -0.09
C 1.567 6.187 -1.373 -0.05
C 0.969 5.625 -0.246 -0.30
C 1.292 6.197 1.108 -0.07
C -3.574 4.944 0.548 -0.31
C -3.562 4.166 -0.743 -0.09
C -4.701 5.721 0.809 -0.03
H -6.017 7.767 3.208 0.07
H -6.960 6.716 2.148 0.08
H -6.124 8.111 1.482 0.08
H -3.877 6.959 3.822 0.11
H -1.888 6.242 4.585 0.07
H -0.629 5.931 3.380 0.05
H -1.456 4.589 4.138 0.06
H 0.574 1.713 4.674 0.11
H 1.105 3.489 6.307 0.10
H 2.827 5.183 5.780 0.10
H 4.015 5.096 3.612 0.10
H 3.443 3.348 1.961 0.11
H -0.907 3.307 -1.856 0.07
H 0.144 4.334 -3.817 0.10
H 1.769 6.190 -3.507 0.10
H 2.266 7.005 -1.239 0.11
H 2.102 6.923 1.031 0.08
H 1.579 5.422 1.818 0.04
H 0.420 6.706 1.523 0.08
H -2.928 3.282 -0.663 0.01
H -3.168 4.769 -1.564 0.09
H -4.574 3.861 -1.017 0.08
H -5.504 5.738 0.078 0.12
N -3.511 1.453 1.996 -0.03
C -4.149 1.850 3.113 -0.10
C -3.509 1.241 4.166 -0.07
C -2.486 0.484 3.564 -0.17
N -2.491 0.622 2.246 0.01
H -3.711 1.726 1.049 0.13
H -4.969 2.547 3.073 0.12
H -3.738 1.335 5.212 0.09
H -1.741 -0.139 4.033 0.10
F 1.180 -5.452 0.118 0.06
C -0.086 -5.886 -0.051 -0.24
C -0.684 -5.750 -1.290 -0.11
C -1.952 -6.293 -1.410 -0.21
F -2.610 -6.262 -2.573 0.11
C -2.604 -6.898 -0.347 -0.14
F -3.829 -7.400 -0.498 0.13
C -1.980 -6.978 0.885 -0.13
F -2.599 -7.549 1.913 0.14
C -0.703 -6.468 1.039 -0.14
F -0.085 -6.544 2.221 0.12
Ge 0.438 -4.966 -2.732 0.63
S 1.261 -3.034 -2.385 0.32
C -0.696 -4.797 -4.333 -0.15
C -1.859 -4.055 -4.227 -0.24
F -2.236 -3.578 -3.027 0.08
C -2.672 -3.774 -5.306 -0.14
F -3.791 -3.061 -5.159 0.12
C -2.309 -4.239 -6.559 -0.13
F -3.081 -3.986 -7.613 0.13
C -1.139 -4.959 -6.712 -0.14
F -0.779 -5.389 -7.922 0.13
C -0.350 -5.215 -5.603 -0.21
F 0.794 -5.885 -5.812 0.10
C 1.719 -6.452 -2.960 -0.12
C 3.046 -6.409 -2.566 -0.22
F 3.571 -5.308 -2.017 0.07
C 3.893 -7.497 -2.706 -0.14
F 5.167 -7.422 -2.317 0.12
C 3.410 -8.674 -3.248 -0.13
F 4.215 -9.723 -3.390 0.14
C 2.082 -8.762 -3.631 -0.14
F 1.609 -9.901 -4.135 0.13
C 1.268 -7.658 -3.468 -0.23
F -0.025 -7.789 -3.807 0.10
```

Values from the calculation:
2S+1 = 2
largest force on an atom = 2.3 eV/Å
LUMO (alpha / beta) = 0.19 / 0.19 eV
relative energy (zero: lowest compared OMol25 entry of this formula, charge and spin) = 0.0 kcal/mol
HOMO level (alpha / beta) = -7.37 / -7.38 eV
orbital gap (alpha / beta) = 7.6 / 7.6 eV

Below is a molecular structure, C54H51IIrN5P2SSbTe in a non-equilibrium geometry, with properties calculated with the ωB97M-V functional and the def2-TZVPD basis.

Structure (XYZ):
```
117
Properties=species:S:1:pos:R:3:lowdin_charge:R:1
Ir 1.633 -0.181 0.604 0.62
Te -0.513 -2.755 4.380 1.47
C -2.661 -2.621 4.379 -0.50
C -3.469 -3.035 3.334 -0.11
C -4.839 -2.827 3.449 -0.13
N -5.394 -2.259 4.511 0.08
C -4.621 -1.900 5.526 -0.13
C -3.239 -2.063 5.510 -0.13
C -0.237 -1.230 2.972 -0.85
P 1.206 -0.127 3.154 0.85
C 1.896 -0.512 4.794 -0.41
C 1.132 -0.268 5.937 -0.14
C 1.626 -0.634 7.178 -0.06
C 2.878 -1.227 7.285 -0.05
C 3.647 -1.446 6.153 -0.05
C 3.154 -1.097 4.905 -0.11
C 0.495 1.526 3.465 -0.41
C -0.833 1.737 3.826 -0.13
C -1.271 3.024 4.116 -0.07
C -0.392 4.095 4.034 -0.08
C 0.930 3.886 3.662 -0.05
C 1.372 2.606 3.370 -0.09
P -0.337 -1.522 1.194 0.81
C -1.818 -0.707 0.526 -0.39
C -2.890 -0.311 1.319 -0.09
C -4.019 0.238 0.728 -0.06
C -4.074 0.401 -0.650 -0.07
C -2.999 0.019 -1.444 -0.07
C -1.868 -0.527 -0.858 -0.13
C -0.653 -3.279 0.873 -0.38
C 0.341 -4.191 1.234 -0.16
C 0.177 -5.540 0.976 -0.06
C -0.990 -5.993 0.373 -0.05
C -1.983 -5.091 0.022 -0.06
C -1.812 -3.733 0.248 -0.09
H -3.061 -3.514 2.454 0.08
H -5.520 -3.128 2.660 0.12
H -5.122 -1.463 6.381 0.12
H -2.642 -1.765 6.363 0.09
H 0.176 0.232 5.856 0.10
H 1.035 -0.450 8.065 0.12
H 3.255 -1.517 8.257 0.12
H 4.631 -1.887 6.238 0.12
H 3.748 -1.277 4.018 0.03
H -1.516 0.897 3.886 0.09
H -2.299 3.187 4.414 0.12
H -0.734 5.097 4.257 0.12
H 1.614 4.722 3.605 0.12
H 2.400 2.436 3.071 0.11
H -2.848 -0.462 2.390 0.09
H -4.866 0.518 1.341 0.12
H -4.964 0.816 -1.106 0.12
H -3.047 0.130 -2.521 0.11
H -1.020 -0.827 -1.467 0.06
H 1.257 -3.838 1.690 0.02
H 0.964 -6.236 1.234 0.12
H -1.117 -7.047 0.167 0.12
H -2.897 -5.447 -0.436 0.12
H -2.578 -3.035 -0.061 0.11
I 3.787 -2.314 1.292 0.90
C 3.807 -0.217 0.881 -0.79
H 4.360 -0.062 -0.038 -0.06
H 4.256 0.289 1.726 -0.05
S 1.905 -1.175 -1.655 0.05
Sb 2.105 -0.430 -3.873 1.43
C 2.398 1.616 -4.441 -0.33
C 1.372 2.500 -4.142 -0.15
C 1.497 3.831 -4.511 -0.06
C 2.613 4.257 -5.217 -0.05
C 3.616 3.356 -5.542 -0.06
C 3.526 2.033 -5.135 -0.11
C 3.530 -1.856 -4.583 -0.34
C 4.477 -1.532 -5.545 -0.11
C 5.376 -2.501 -5.965 -0.06
C 5.316 -3.782 -5.438 -0.06
C 4.362 -4.099 -4.481 -0.06
C 3.467 -3.135 -4.043 -0.14
C 0.155 -0.923 -4.558 -0.36
C -0.473 -0.119 -5.501 -0.12
C -1.757 -0.437 -5.921 -0.07
C -2.405 -1.547 -5.400 -0.07
C -1.768 -2.351 -4.463 -0.07
C -0.484 -2.042 -4.039 -0.15
H 0.486 2.165 -3.628 0.05
H 0.713 4.530 -4.251 0.11
H 2.702 5.293 -5.516 0.12
H 4.475 3.680 -6.114 0.12
H 4.337 1.354 -5.358 0.08
H 4.515 -0.545 -5.984 0.08
H 6.123 -2.250 -6.706 0.12
H 6.016 -4.536 -5.773 0.12
H 4.313 -5.098 -4.070 0.11
H 2.733 -3.382 -3.286 0.07
H 0.031 0.750 -5.907 0.10
H -2.248 0.182 -6.661 0.11
H -3.406 -1.791 -5.730 0.11
H -2.268 -3.224 -4.064 0.11
H 0.008 -2.666 -3.301 0.07
C -1.525 5.612 -1.452 -0.07
C -2.276 5.004 -0.270 -0.39
C -1.527 5.265 1.035 -0.07
C -2.528 3.503 -0.492 -0.09
N -1.306 2.716 -0.488 -0.05
C -0.646 2.189 0.540 -0.10
N 0.429 1.591 0.059 -0.09
N 0.400 1.761 -1.277 0.00
N -0.627 2.434 -1.606 0.11
H -1.340 6.671 -1.273 0.09
H -2.090 5.522 -2.381 0.09
H -0.559 5.120 -1.586 0.07
H -3.266 5.461 -0.199 0.14
H -0.484 4.946 0.964 0.08
H -1.993 4.752 1.879 0.07
H -1.533 6.333 1.251 0.09
H -2.999 3.352 -1.463 0.13
H -3.181 3.104 0.284 0.13
H -0.940 2.242 1.574 0.12
```

Values from the calculation:
2S+1 = 2
largest force on an atom = 2.9 eV/Å
LUMO (alpha / beta) = -6.08 / -6.93 eV
relative energy (zero: lowest compared OMol25 entry of this formula, charge and spin) = 77.2 kcal/mol
HOMO level (alpha / beta) = -12.34 / -12.28 eV
net charge = +2
orbital gap (alpha / beta) = 6.3 / 5.4 eV

Below is a molecular structure, C54H53CoN3O4PSSb in a non-equilibrium geometry, with properties calculated with the ωB97M-V functional and the def2-TZVPD basis.

Structure (XYZ):
```
118
Properties=species:S:1:pos:R:3:lowdin_charge:R:1
Co 0.027 -1.006 -0.399 0.37
C 2.193 -1.263 6.946 -0.09
C 2.550 -2.363 6.181 -0.09
C 2.085 -2.481 4.884 -0.13
C 1.261 -1.503 4.329 -0.37
C 0.888 -0.420 5.117 -0.08
C 1.354 -0.299 6.414 -0.08
P 0.693 -1.814 2.597 1.15
C -0.703 -0.613 2.601 -0.40
C -1.991 -1.101 2.798 -0.10
C -3.049 -0.232 2.999 -0.10
C -2.838 1.136 2.987 -0.07
C -1.567 1.636 2.767 -0.09
C -0.507 0.766 2.593 -0.19
C 1.962 -0.857 1.661 -0.35
C 3.232 -0.664 2.197 -0.07
C 4.253 -0.145 1.422 -0.09
C 4.022 0.177 0.099 -0.10
C 2.760 -0.017 -0.444 -0.14
C 1.725 -0.530 0.317 -0.24
H 2.564 -1.157 7.956 0.10
H 3.182 -3.133 6.602 0.10
H 2.364 -3.336 4.282 0.10
H 0.229 0.338 4.722 0.09
H 1.048 0.553 7.008 0.10
H -2.154 -2.169 2.819 0.10
H -4.045 -0.617 3.168 0.10
H -3.659 1.818 3.155 0.10
H -1.403 2.704 2.742 0.09
H 0.497 1.146 2.471 0.09
H 3.427 -0.945 3.224 0.10
H 5.236 -0.009 1.846 0.10
H 4.819 0.554 -0.524 0.11
H 2.623 0.185 -1.500 0.07
C 1.627 0.114 -5.662 -0.02
C 1.027 -0.778 -4.640 -0.29
C 0.578 -2.078 -4.711 0.02
C 0.129 -2.401 -3.418 -0.30
N 0.290 -1.357 -2.614 0.06
N 0.830 -0.387 -3.367 0.05
C -0.478 -3.690 -3.000 -0.01
H 1.353 -0.225 -6.658 0.08
H 2.714 0.103 -5.582 0.09
H 1.287 1.140 -5.526 0.08
H 0.588 -2.721 -5.568 0.11
H 1.089 0.501 -2.952 0.06
H -1.334 -3.923 -3.635 0.09
H -0.800 -3.644 -1.966 0.05
H 0.252 -4.492 -3.097 0.09
O -1.885 -1.868 -0.658 0.00
C -2.831 -1.896 -1.420 -0.47
C -3.333 -0.709 -2.182 -0.10
C -4.322 -0.076 -1.175 -0.17
C -5.380 -1.020 -0.571 -0.18
C -4.865 -2.054 0.452 -0.17
C -4.264 -3.326 -0.184 -0.16
N -3.672 -2.985 -1.469 0.07
H -3.843 -1.000 -3.100 0.12
H -2.534 -0.001 -2.395 0.08
H -4.843 0.736 -1.686 0.11
H -3.735 0.366 -0.368 0.10
H -5.929 -1.524 -1.373 0.11
H -6.101 -0.384 -0.050 0.11
H -5.686 -2.345 1.111 0.11
H -4.103 -1.572 1.064 0.07
H -5.030 -4.084 -0.357 0.12
H -3.487 -3.745 0.458 0.11
H -4.373 -2.909 -2.194 0.13
S -0.735 1.012 -0.486 0.35
Sb 0.759 2.773 -1.344 1.34
C -0.838 3.696 -2.620 -0.39
C -0.539 4.329 -3.814 -0.15
C -1.540 4.958 -4.539 -0.10
C -2.842 4.955 -4.067 -0.09
C -3.144 4.304 -2.879 -0.08
C -2.145 3.668 -2.161 -0.16
C 2.992 3.586 -0.652 -0.25
C 3.609 4.542 -1.430 -0.14
C 4.786 5.132 -0.992 -0.10
C 5.331 4.767 0.226 -0.10
C 4.711 3.799 0.997 -0.08
C 3.540 3.202 0.553 -0.15
C 0.243 4.198 0.222 -0.36
C 0.567 3.918 1.539 -0.16
C 0.365 4.851 2.541 -0.09
C -0.158 6.094 2.230 -0.09
C -0.486 6.382 0.916 -0.08
C -0.280 5.445 -0.084 -0.12
H 0.480 4.345 -4.181 0.09
H -1.305 5.461 -5.468 0.10
H -3.618 5.460 -4.625 0.10
H -4.160 4.303 -2.506 0.10
H -2.373 3.146 -1.240 0.07
H 3.177 4.842 -2.376 0.09
H 5.271 5.885 -1.599 0.10
H 6.240 5.238 0.575 0.10
H 5.130 3.508 1.950 0.11
H 3.073 2.440 1.160 0.08
H 1.001 2.959 1.781 0.07
H 0.622 4.601 3.563 0.11
H -0.294 6.832 3.008 0.10
H -0.893 7.350 0.664 0.10
H -0.526 5.691 -1.108 0.09
O 2.894 -5.930 -1.132 0.08
C 1.701 -6.099 -0.523 -0.26
C 1.202 -7.381 -0.292 -0.03
C -0.018 -7.574 0.327 -0.09
C -0.768 -6.480 0.726 -0.09
C -0.285 -5.210 0.493 -0.03
C 0.943 -4.990 -0.123 -0.06
C 1.351 -3.562 -0.397 -0.56
O 2.354 -3.259 -1.014 0.10
O 0.474 -2.724 0.061 -0.25
H 3.287 -6.792 -1.324 0.11
H 1.791 -8.236 -0.606 0.11
H -0.384 -8.577 0.497 0.10
H -1.720 -6.613 1.217 0.10
H -0.854 -4.341 0.784 0.10
```

Values from the calculation:
2S+1 = 4
largest force on an atom = 1.1 eV/Å
LUMO (alpha / beta) = 0.00 / -0.87 eV
relative energy (zero: lowest compared OMol25 entry of this formula, charge and spin) = 29.7 kcal/mol
HOMO level (alpha / beta) = -6.88 / -7.64 eV
orbital gap (alpha / beta) = 6.9 / 6.8 eV

Below is a molecular structure, C54H54F3IN7O4P2S2Zr in a non-equilibrium geometry, with properties calculated with the ωB97M-V functional and the def2-TZVPD basis.

Structure (XYZ):
```
128
Properties=species:S:1:pos:R:3:lowdin_charge:R:1
Zr -0.368 0.267 -0.356 1.45
S 1.997 -0.652 0.459 0.38
P 3.141 -0.382 -1.220 0.45
C 2.535 0.622 -2.401 -0.52
P 1.255 0.044 -3.270 0.45
S -0.135 -1.277 -2.434 0.32
C 0.411 1.508 -3.993 -0.32
C 1.050 2.743 -3.928 -0.09
C 0.438 3.878 -4.445 -0.08
C -0.819 3.792 -5.032 -0.09
C -1.450 2.559 -5.124 -0.08
C -0.831 1.427 -4.612 -0.11
C 1.707 -0.892 -4.799 -0.32
C 3.055 -1.032 -5.098 -0.09
C 3.462 -1.776 -6.201 -0.09
C 2.519 -2.375 -7.021 -0.10
C 1.165 -2.230 -6.736 -0.09
C 0.764 -1.500 -5.629 -0.11
C 4.729 0.329 -0.645 -0.34
C 5.175 0.180 0.665 -0.10
C 6.390 0.726 1.062 -0.09
C 7.170 1.423 0.149 -0.10
C 6.725 1.589 -1.156 -0.09
C 5.507 1.049 -1.549 -0.11
C 3.654 -2.087 -1.703 -0.31
C 4.833 -2.284 -2.422 -0.10
C 5.152 -3.532 -2.938 -0.09
C 4.287 -4.602 -2.753 -0.10
C 3.115 -4.419 -2.033 -0.09
C 2.803 -3.173 -1.505 -0.12
H 2.021 2.791 -3.450 0.08
H 0.942 4.835 -4.381 0.10
H -1.306 4.682 -5.412 0.10
H -2.426 2.477 -5.588 0.10
H -1.326 0.470 -4.696 0.06
H 3.774 -0.550 -4.446 0.08
H 4.519 -1.892 -6.412 0.10
H 2.833 -2.960 -7.877 0.09
H 0.423 -2.700 -7.370 0.10
H -0.291 -1.423 -5.393 0.08
H 4.558 -0.352 1.379 0.07
H 6.724 0.610 2.085 0.10
H 8.122 1.840 0.456 0.09
H 7.323 2.145 -1.867 0.10
H 5.129 1.198 -2.554 0.09
H 5.517 -1.456 -2.569 0.10
H 6.075 -3.668 -3.489 0.10
H 4.530 -5.575 -3.163 0.09
H 2.433 -5.249 -1.888 0.10
H 1.900 -3.033 -0.923 0.05
C 1.422 2.159 2.073 -0.06
N 0.068 2.704 2.211 -0.05
C -0.101 3.903 3.034 -0.09
C -1.319 3.579 3.877 -0.11
N -1.958 2.537 3.086 -0.04
C -3.240 2.066 3.594 -0.03
C -1.055 1.929 2.281 -0.34
N -1.225 0.845 1.534 -0.07
C -2.290 -0.112 1.875 -0.20
C -2.135 -1.417 1.090 -0.26
N -0.743 -1.826 1.126 0.00
C -0.483 -3.041 1.461 -0.37
N 0.673 -3.510 1.992 -0.07
C 1.598 -2.729 2.800 -0.08
C 0.648 -4.962 2.095 -0.12
C -0.846 -5.264 2.011 -0.13
N -1.394 -4.095 1.318 -0.09
C -1.944 -4.316 -0.020 -0.03
H 2.105 2.853 2.559 0.09
H 1.730 2.066 1.035 0.03
H 1.491 1.190 2.562 0.05
H -0.269 4.775 2.394 0.12
H 0.788 4.079 3.635 0.12
H -1.993 4.429 3.984 0.12
H -1.070 3.192 4.870 0.12
H -3.776 2.943 3.955 0.09
H -3.087 1.370 4.419 0.08
H -3.842 1.621 2.815 0.07
H -3.275 0.284 1.628 0.09
H -2.229 -0.335 2.941 0.12
H -2.435 -1.282 0.051 0.04
H -2.814 -2.152 1.528 0.13
H 1.173 -1.745 2.991 0.04
H 2.560 -2.612 2.303 0.05
H 1.741 -3.242 3.755 0.09
H 1.082 -5.283 3.041 0.12
H 1.219 -5.421 1.282 0.12
H -1.281 -5.329 3.010 0.12
H -1.078 -6.180 1.471 0.12
H -2.942 -4.750 0.045 0.09
H -1.307 -4.987 -0.608 0.09
H -2.014 -3.372 -0.554 0.07
F 1.360 -0.152 6.945 0.12
C 1.212 0.771 5.970 -0.54
F 2.361 0.785 5.273 0.12
F 1.124 1.974 6.579 0.11
C -0.039 0.468 5.096 -0.61
O -1.115 0.779 5.631 0.00
O 0.201 -0.029 3.982 -0.01
C -2.530 0.534 -1.434 -0.25
C -3.441 -0.517 -1.906 -0.32
C -3.354 -1.118 -3.174 -0.07
C -4.213 -2.125 -3.570 -0.03
C -5.211 -2.584 -2.710 -0.26
C -5.340 -1.991 -1.456 -0.04
C -4.480 -0.979 -1.076 -0.06
C -6.119 -3.625 -3.123 -0.21
N -6.845 -4.455 -3.453 0.12
H -3.025 1.155 -0.687 0.05
H -2.146 1.160 -2.244 0.04
H -2.590 -0.785 -3.857 0.05
H -4.120 -2.561 -4.556 0.11
H -6.126 -2.321 -0.787 0.11
H -4.624 -0.507 -0.111 0.10
I 2.536 8.707 -0.620 0.84
C 1.535 6.875 -0.655 -0.74
C 0.150 6.859 -0.542 -0.15
C -0.510 5.639 -0.546 -0.01
C 0.209 4.460 -0.674 -0.14
C 1.592 4.490 -0.806 -0.01
C 2.266 5.704 -0.790 -0.14
C -0.503 3.150 -0.618 -0.55
O -1.669 3.062 -0.295 0.06
O 0.260 2.099 -0.905 -0.27
H -0.405 7.782 -0.453 0.09
H -1.587 5.586 -0.448 0.12
H 2.133 3.558 -0.927 0.12
H 3.343 5.733 -0.883 0.09
```

Values from the calculation:
largest force on an atom = 1.2 eV/Å
LUMO = 1.78 eV
HOMO level = -4.76 eV
net charge = -1
orbital gap = 6.5 eV